(1)
Below is an isolated molecule of C6H12O, with properties calculated with ωB97M-V/def2-TZVPD.

Charge: 0
Gap between HOMO and LUMO (eV): 9.464
Largest force on an atom (eV/Å): 0.5
Electronic energy (eV): -8461.8149

Atoms and positions in Å:
C1 1.701 1.310 -0.337
C2 0.676 0.247 0.060
C3 1.278 -1.153 -0.074
C4 -0.600 0.405 -0.780
C5 -1.795 -0.441 -0.294
C6 -2.293 0.191 0.977
O1 -1.935 -0.602 1.973
H1 1.297 2.321 -0.207
H2 2.611 1.229 0.269
H3 1.990 1.197 -1.390
H4 0.414 0.406 1.116
H5 2.207 -1.236 0.501
H6 1.515 -1.371 -1.124
H7 0.595 -1.930 0.286
H8 -0.375 0.147 -1.823
H9 -2.596 -0.366 -1.040
H10 -1.515 -1.498 -0.178
H11 -0.907 1.459 -0.774
H12 -2.213 -0.172 2.796

Atomic forces in eV per Å
C 0.028 0.052 -0.021
C -0.020 -0.001 0.037
C 0.003 -0.054 0.004
C 0.065 0.103 -0.067
C -0.094 0.054 0.030
C 0.239 -0.416 -0.074
O -0.195 0.311 0.004
H 0.054 -0.147 -0.021
H -0.133 0.003 -0.089
H -0.046 0.005 0.135
H 0.054 -0.005 -0.148
H -0.138 0.018 -0.074
H -0.032 0.042 0.140
H 0.107 0.112 -0.051
H -0.035 0.009 0.145
H 0.099 0.024 0.120
H -0.051 0.161 0.034
H 0.061 -0.139 -0.015
H 0.033 -0.132 -0.089

(2)
Below is a cluster of 2 separate species, C6H14N2 in total, with properties calculated with ωB97M-V/def2-TZVPD.

Charge: 0
Gap between HOMO and LUMO (eV): 7.381
Largest force on an atom (eV/Å): 0.7
Electronic energy (eV): -9425.8534

Atoms and positions in Å:
C1 -0.888 0.385 -1.618
C2 -1.993 -1.207 -0.703
N1 -1.264 -0.879 -1.841
N2 -1.128 1.370 -2.549
H1 -1.379 -1.266 -2.778
H2 -0.276 0.641 -0.769
H3 -1.932 1.261 -3.148
H4 -0.920 2.321 -2.288
H5 -1.867 -2.185 -0.260
H6 -2.856 -0.617 -0.430
C3 0.183 -0.098 2.310
C4 1.786 -0.950 0.535
C5 1.297 0.216 1.350
C6 1.793 1.444 1.206
H7 -0.130 0.782 2.874
H8 0.493 -0.873 3.018
H9 -0.679 -0.489 1.762
H10 2.614 -0.672 -0.118
H11 2.121 -1.761 1.189
H12 0.974 -1.349 -0.078
H13 1.434 2.275 1.802
H14 2.617 1.649 0.533

Atomic forces in eV per Å
C 0.018 -0.173 -0.529
C 0.027 -0.167 0.294
N -0.076 0.650 0.159
N -0.093 -0.211 0.123
H 0.081 0.071 0.005
H -0.079 -0.135 0.101
H 0.064 0.064 0.107
H 0.017 -0.108 -0.043
H 0.043 -0.040 -0.015
H 0.027 0.038 -0.199
C -0.020 0.007 -0.021
C 0.047 0.043 0.039
C -0.024 0.088 -0.034
C 0.074 -0.144 0.127
H 0.035 -0.019 -0.024
H 0.012 0.039 -0.034
H 0.030 0.011 0.008
H -0.023 0.023 0.013
H -0.031 0.025 -0.015
H -0.026 -0.011 0.020
H -0.056 -0.023 0.005
H -0.050 -0.028 -0.086

(3)
Below is an isolated molecule of C3H9N2OP, with properties calculated with ωB97M-V/def2-TZVPD.

Charge: 0
Gap between HOMO and LUMO (eV): 8.713
Largest force on an atom (eV/Å): 3.6
Electronic energy (eV): -17570.6426

Atoms and positions in Å:
C1 -2.376 0.842 -0.252
C2 1.732 -1.155 -0.795
C3 -0.948 1.184 -0.086
N1 -0.694 -0.740 1.210
N2 -0.211 0.221 0.484
O1 2.380 1.501 0.193
P1 1.529 0.259 0.324
H1 -3.127 1.329 0.376
H2 -2.783 1.246 -1.145
H3 -2.509 -0.334 -0.131
H4 2.876 -1.424 -0.904
H5 1.267 -1.083 -1.738
H6 1.455 -2.085 -0.285
H7 -0.308 2.036 -0.295
H8 -0.202 -1.538 1.513
H9 1.920 -0.259 1.531

Atomic forces in eV per Å
C -0.846 -1.412 0.636
C 3.235 -1.114 1.177
C 1.077 -1.895 0.938
N -3.029 0.722 -0.270
N 0.287 0.966 0.631
O -2.022 -1.279 -0.846
P 2.765 0.824 0.087
H 0.494 -0.229 1.102
H 0.140 -0.077 -1.635
H 0.304 2.620 -0.401
H -1.988 1.209 -0.107
H -0.513 0.198 -1.095
H -0.725 0.372 0.023
H -0.703 0.194 -0.665
H 1.925 -0.455 -0.299
H -0.400 -0.645 0.726

Record-wise energy relative to the best compared isomer or geometry (same formula, charge and spin) values, in kcal per mole: 58.6; 83.7; 82.3
Record-wise HOMO level values, in eV: -8.54; -6.48; -8.01